# 1
8
Properties=species:S:1:pos:R:3:lowdin_charge:R:1 method="wB97M-V/def2-TZVPD" gap_ha="0.315 / 0.234" e_tot_ev=-82978.0370 e_above_lowest_kcal_mol=2.8 homo_ev="-8.21 / -10.00" multiplicity=3
C -0.748 -0.746 0.056 -0.711
C 0.018 0.575 0.723 -0.293
F 0.037 1.682 -0.095 -0.159
Br 2.315 -0.534 -2.000 0.086
I -1.746 -0.916 -1.681 0.843
H -0.847 -1.560 0.749 -0.013
H -0.110 1.427 1.639 0.185
H 1.082 0.072 0.609 0.063

---

# 2
44
Properties=species:S:1:pos:R:3:lowdin_charge:R:1 method="wB97M-V/def2-TZVPD" gap_ha=0.259 e_tot_ev=-91934.2787 total_charge=+1 homo_ev=-12.43 multiplicity=1
C 5.317 -0.574 -1.456 -0.070
C 5.379 0.240 -0.149 -0.319
C 4.082 0.990 0.129 -0.694
I 4.415 2.572 1.546 1.013
C 2.907 0.110 0.511 -0.174
C 3.161 -1.202 0.896 0.064
C 2.122 -2.045 1.245 -0.020
C 0.831 -1.571 1.240 -0.603
Cl -0.408 -2.660 1.663 0.924
N 0.554 -0.273 0.895 -0.033
S -1.129 0.222 0.983 0.781
O -1.320 1.580 0.615 -0.209
O -1.641 -0.129 2.257 -0.218
C -1.941 -0.777 -0.381 -0.489
F -0.986 -1.392 -1.087 0.132
F -2.787 -1.637 0.130 0.158
C -2.715 0.153 -1.374 -0.608
F -3.702 0.765 -0.760 0.213
F -3.228 -0.676 -2.280 0.195
F -1.914 0.990 -2.002 0.205
C 1.582 0.570 0.506 -0.116
C 1.267 1.972 0.081 -0.134
C 0.970 2.939 1.244 -0.303
N 0.632 4.126 1.035 0.139
H 5.253 -1.637 -1.242 0.073
H 6.243 -0.429 -2.001 0.081
H 4.508 -0.265 -2.112 0.081
H 6.151 0.995 -0.251 0.090
H 5.671 -0.372 0.698 0.101
H 3.809 1.483 -0.799 0.081
H 4.155 -1.611 0.940 0.128
H 2.328 -3.062 1.523 0.131
H 2.086 2.407 -0.475 0.099
H 0.421 1.963 -0.596 0.113
H 1.029 2.566 2.261 0.110
H 0.611 4.325 0.034 0.074
Cl -6.800 -3.215 -1.362 0.553
C -6.514 -1.469 -1.157 -0.670
C -6.731 -1.024 0.267 -0.683
Cl -8.442 -1.105 0.744 0.564
H -7.166 -0.938 -1.846 0.074
H -5.483 -1.286 -1.450 0.035
H -6.420 0.015 0.376 0.066
H -6.159 -1.632 0.963 0.065

---

# 3
118
Properties=species:S:1:pos:R:3:lowdin_charge:R:1 method="wB97M-V/def2-TZVPD" gap_ha="0.215 / 0.194" e_tot_ev=-111877.1381 total_charge=-1 homo_ev="-3.43 / -2.87" multiplicity=4
Co -0.204 0.014 -1.235 0.471
C 2.387 0.863 1.211 -0.057
O 1.349 1.085 0.263 -0.163
C 1.214 2.420 -0.012 -0.189
C 0.339 3.246 0.726 -0.071
C -0.891 2.843 1.570 -0.041
C -1.023 1.668 2.511 -0.239
C -1.909 1.585 3.547 -0.008
C -2.462 0.357 4.064 -0.196
C -2.626 -0.793 3.293 -0.049
C -2.315 -0.991 1.929 -0.184
C -2.902 -2.117 1.099 -0.065
C -2.277 -2.549 -0.251 -0.097
C -3.181 -3.179 -1.113 -0.004
C -2.851 -3.621 -2.384 -0.180
C -1.554 -3.370 -2.825 -0.027
C -0.598 -2.742 -2.038 -0.121
C 0.759 -2.496 -2.737 -0.065
C 1.882 -1.643 -2.176 -0.154
C 3.009 -2.229 -1.613 -0.014
C 4.109 -1.489 -1.179 -0.192
C 4.032 -0.101 -1.343 -0.028
C 2.927 0.537 -1.871 -0.157
C 2.859 2.046 -1.999 -0.061
C 2.022 2.914 -1.037 -0.098
C 2.042 4.291 -1.250 0.010
C 1.288 5.163 -0.479 -0.175
C 0.435 4.611 0.474 -0.007
C 1.316 6.679 -0.677 -0.562
C 1.511 7.378 0.678 -0.058
C 2.452 7.117 -1.604 -0.076
C -0.015 7.135 -1.293 -0.050
C 1.814 -0.226 -2.327 -0.365
O 0.799 0.360 -2.922 -0.138
C 5.354 -2.116 -0.546 -0.565
C 5.260 -3.641 -0.478 -0.077
C 5.529 -1.592 0.887 -0.055
C 6.603 -1.753 -1.365 -0.059
C -0.967 -2.371 -0.730 -0.220
O 0.045 -1.914 0.098 -0.153
C 0.705 -2.975 0.784 -0.056
C -3.826 -4.396 -3.271 -0.560
C -3.931 -3.742 -4.655 -0.053
C -3.309 -5.836 -3.426 -0.050
C -5.230 -4.453 -2.664 -0.074
C -1.509 -0.065 1.275 -0.443
O -1.659 0.343 0.092 -0.039
C -2.981 0.318 5.517 -0.565
C -2.566 1.567 6.303 -0.076
C -4.512 0.214 5.541 -0.060
C -2.380 -0.888 6.258 -0.060
H 3.323 1.301 0.863 0.097
H 2.510 -0.213 1.312 0.076
H 2.122 1.302 2.177 0.078
H -1.650 2.642 0.802 0.130
H -1.231 3.729 2.108 0.111
H -2.246 2.524 3.977 0.105
H -3.138 -1.627 3.775 0.106
H -3.942 -1.878 0.851 0.113
H -2.961 -3.003 1.742 0.121
H -4.197 -3.303 -0.750 0.102
H -1.259 -3.654 -3.833 0.118
H 0.493 -2.035 -3.694 0.112
H 1.172 -3.480 -2.974 0.118
H 3.019 -3.312 -1.528 0.100
H 4.871 0.518 -1.026 0.112
H 2.446 2.257 -2.990 0.121
H 3.879 2.438 -1.990 0.115
H 2.676 4.665 -2.049 0.109
H -0.225 5.270 1.033 0.107
H 2.394 6.988 1.189 0.091
H 0.650 7.236 1.334 0.073
H 1.643 8.455 0.530 0.078
H 3.423 6.784 -1.227 0.089
H 2.467 8.208 -1.670 0.079
H 2.321 6.726 -2.616 0.080
H -0.857 6.857 -0.653 0.079
H -0.164 6.665 -2.268 0.089
H -0.028 8.223 -1.425 0.080
H 4.396 -3.958 0.114 0.079
H 6.160 -4.043 -0.005 0.079
H 5.175 -4.080 -1.476 0.084
H 4.671 -1.876 1.504 0.082
H 5.604 -0.502 0.903 0.074
H 6.436 -2.005 1.346 0.079
H 6.471 -2.052 -2.407 0.087
H 7.491 -2.257 -0.966 0.077
H 6.788 -0.676 -1.346 0.073
H 0.093 -3.320 1.623 0.091
H 1.651 -2.585 1.153 0.075
H 0.897 -3.808 0.106 0.098
H -2.969 -3.724 -5.171 0.074
H -4.286 -2.712 -4.565 0.089
H -4.636 -4.296 -5.283 0.080
H -2.335 -5.853 -3.919 0.079
H -4.009 -6.435 -4.019 0.081
H -3.197 -6.303 -2.445 0.088
H -5.637 -3.450 -2.506 0.089
H -5.232 -4.983 -1.708 0.083
H -5.898 -4.986 -3.345 0.081
H -3.045 2.472 5.918 0.073
H -1.483 1.704 6.259 0.091
H -2.863 1.459 7.349 0.077
H -4.962 1.085 5.053 0.084
H -4.886 0.163 6.572 0.077
H -4.850 -0.679 5.010 0.073
H -1.290 -0.872 6.176 0.085
H -2.738 -1.837 5.851 0.071
H -2.653 -0.858 7.319 0.076
N -1.876 -0.136 -4.089 -0.029
N -2.056 0.006 -2.655 -0.053
H -1.670 -1.121 -4.209 0.034
H -0.968 0.297 -4.232 0.042
H -2.783 -0.639 -2.367 0.073
H -2.428 0.932 -2.492 0.082
O 1.080 0.280 4.134 -0.532
S 0.389 -0.563 3.130 0.984
N -0.425 0.464 2.066 -0.248

---

# 4
9
Properties=species:S:1:pos:R:3:lowdin_charge:R:1 method="wB97M-V/def2-TZVPD" gap_ha=0.335 e_tot_ev=-12478.2009 e_above_lowest_kcal_mol=10.1 smiles="CC1=PC1" homo_ev=-8.67 multiplicity=1
C 1.271 -0.326 0.038 -0.133
C 0.015 0.433 -0.152 -0.713
P -0.790 1.858 -0.414 0.905
C -1.451 0.112 -0.024 -0.424
H 0.935 -1.339 -0.005 0.051
H 1.701 0.044 1.046 0.106
H 2.210 -0.226 -0.617 0.096
H -1.955 -0.493 -0.857 0.059
H -1.935 -0.064 0.985 0.053

---

# 5
88
Properties=species:S:1:pos:R:3:lowdin_charge:R:1 method="wB97M-V/def2-TZVPD" gap_ha=0.230 e_tot_ev=-73700.3645 total_charge=-1 homo_ev=-4.45 multiplicity=1
C 2.533 -0.379 1.211 -0.138
C 1.175 0.025 0.716 -0.721
Cl 1.065 0.321 -0.985 0.743
C 0.110 0.151 1.488 -0.739
Cl 0.314 -0.105 3.215 0.709
N -1.182 0.467 1.089 -0.049
C -1.869 -0.586 0.309 -0.135
C -3.361 -0.779 0.658 -0.733
O -3.784 -0.227 1.695 -0.064
O -4.012 -1.462 -0.154 -0.083
H 3.094 -0.748 0.363 0.027
H 3.033 0.430 1.726 0.077
H 2.387 -1.220 1.875 0.058
H -1.211 1.365 0.634 0.113
H -1.317 -1.507 0.427 0.092
H -1.810 -0.360 -0.752 0.091
C 5.336 -2.148 -1.043 -0.145
O 4.001 -2.587 -0.777 -0.138
H 5.348 -1.062 -1.019 0.069
H 6.017 -2.528 -0.278 0.079
H 5.661 -2.488 -2.027 0.065
H 4.004 -3.546 -0.800 0.069
C 7.849 -0.281 -3.130 -0.151
O 7.683 -1.670 -3.403 -0.127
H 6.865 0.141 -2.942 0.082
H 8.471 -0.130 -2.245 0.061
H 8.300 0.231 -3.985 0.075
H 8.553 -2.039 -3.567 0.070
C -6.402 -3.962 1.700 -0.171
O -5.220 -3.913 0.926 -0.149
H -6.627 -5.005 1.926 0.066
H -6.265 -3.413 2.638 0.078
H -7.239 -3.527 1.141 0.060
H -5.050 -2.972 0.740 0.041
C -9.841 -1.381 0.370 -0.156
O -10.459 -1.980 1.509 -0.136
H -10.430 -1.635 -0.507 0.073
H -9.815 -0.294 0.481 0.075
H -8.825 -1.759 0.241 0.068
H -9.929 -1.750 2.276 0.068
C -3.691 -6.728 0.371 -0.143
O -3.990 -8.024 -0.168 -0.143
H -2.993 -6.860 1.194 0.078
H -3.231 -6.098 -0.391 0.075
H -4.592 -6.243 0.739 0.054
H -4.605 -7.892 -0.892 0.061
C 0.045 2.425 5.749 -0.173
O 1.331 2.602 5.164 -0.144
H -0.328 1.443 5.479 0.040
H 0.113 2.498 6.840 0.073
H -0.648 3.182 5.371 0.065
H 1.641 3.478 5.408 0.057
C -0.485 -4.349 -0.014 -0.152
O 0.465 -3.311 0.206 -0.130
H -1.444 -4.005 0.365 0.078
H -0.583 -4.566 -1.082 0.078
H -0.195 -5.261 0.518 0.073
H 1.314 -3.605 -0.131 0.059
C 7.749 1.354 0.711 -0.151
O 7.592 -0.034 0.435 -0.135
H 6.762 1.770 0.892 0.081
H 8.368 1.506 1.600 0.074
H 8.203 1.872 -0.140 0.072
H 8.464 -0.401 0.276 0.067
C -0.012 3.108 -3.246 -0.174
O -0.512 3.764 -2.083 -0.134
H 0.980 2.732 -3.024 0.049
H -0.661 2.269 -3.518 0.079
H 0.053 3.812 -4.081 0.075
H -1.391 4.096 -2.287 0.061
C 1.656 -0.035 -5.537 -0.158
O 1.979 0.701 -4.365 -0.145
H 2.284 0.335 -6.345 0.073
H 1.854 -1.101 -5.394 0.076
H 0.607 0.106 -5.810 0.076
H 1.421 0.370 -3.655 0.015
C -1.759 7.391 -2.719 -0.164
O -2.311 6.709 -1.599 -0.123
H -2.286 7.052 -3.608 0.076
H -1.889 8.473 -2.620 0.072
H -0.695 7.161 -2.827 0.076
H -1.841 7.006 -0.817 0.073
C -0.016 5.865 3.518 -0.147
O 0.672 6.131 4.744 -0.137
H 0.721 5.757 2.729 0.080
H -0.590 4.940 3.599 0.072
H -0.687 6.694 3.273 0.072
H 0.010 6.222 5.432 0.068

---

# 6
69
Properties=species:S:1:pos:R:3:lowdin_charge:R:1 method="wB97M-V/def2-TZVPD" gap_ha="0.266 / 0.254" e_tot_ev=-81680.1260 e_above_lowest_kcal_mol=18.8 total_charge=+1 homo_ev="-10.63 / -10.46" multiplicity=2
V -0.052 -0.037 0.066 0.659
C 1.886 -1.597 4.373 -0.015
N 1.468 -2.382 3.247 -0.101
C 1.897 -3.631 2.881 -0.009
C 1.230 -3.992 1.764 -0.010
N 0.392 -2.943 1.426 0.007
C 0.561 -1.950 2.350 -0.659
S -0.285 -0.516 2.441 0.867
C -0.587 -2.978 0.426 -0.221
C -1.298 -4.165 0.267 0.034
C -2.228 -4.268 -0.749 -0.005
C -2.374 -3.185 -1.604 -0.008
C -1.673 -2.024 -1.339 -0.090
N -0.826 -1.889 -0.317 0.050
H 2.650 -2.132 4.931 0.103
H 1.028 -1.399 5.017 0.101
H 2.281 -0.642 4.021 0.099
H 2.635 -4.171 3.437 0.134
H 1.300 -4.881 1.171 0.133
H -1.116 -4.976 0.951 0.124
H -2.814 -5.164 -0.870 0.125
H -3.036 -3.226 -2.452 0.123
H -1.789 -1.156 -1.972 0.094
O 0.236 0.143 -1.824 -0.100
C 1.238 -0.088 -2.522 -0.094
C 2.546 -0.360 -2.041 -0.100
C 3.624 -0.410 -2.931 0.070
C 4.911 -0.512 -2.462 -0.141
C 5.166 -0.559 -1.080 0.038
C 4.128 -0.565 -0.192 0.028
C 2.775 -0.496 -0.627 -0.303
O 1.810 -0.567 0.201 -0.156
N 5.993 -0.516 -3.413 -0.367
O 5.693 -0.555 -4.587 0.088
O 7.121 -0.473 -2.978 0.099
H 1.128 -0.034 -3.615 0.156
H 3.449 -0.345 -3.994 0.135
H 6.189 -0.597 -0.740 0.129
H 4.313 -0.612 0.871 0.121
C -2.929 0.998 -2.694 -0.049
C -3.781 1.266 -1.447 -0.355
C -4.048 0.021 -0.598 -0.053
C -3.124 2.383 -0.679 -0.134
C -3.693 3.641 -0.749 -0.028
C -3.108 4.737 -0.142 -0.051
C -1.936 4.566 0.575 -0.032
C -1.330 3.329 0.696 -0.127
C -0.133 3.238 1.614 -0.349
C -0.607 2.627 2.939 -0.079
C 1.084 2.532 1.019 -0.030
C -1.908 2.192 0.044 -0.214
N -1.294 1.015 0.078 -0.065
H -3.381 0.222 -3.307 0.083
H -1.914 0.721 -2.412 0.040
H -2.860 1.906 -3.291 0.092
H -4.754 1.632 -1.793 0.133
H -3.133 -0.362 -0.144 0.043
H -4.501 -0.750 -1.217 0.078
H -4.743 0.267 0.202 0.090
H -4.609 3.769 -1.306 0.117
H -3.552 5.717 -0.233 0.110
H -1.478 5.419 1.055 0.117
H 0.193 4.263 1.830 0.137
H -1.227 1.747 2.771 0.014
H -1.208 3.354 3.480 0.090
H 0.239 2.346 3.561 0.073
H 0.823 1.520 0.646 0.005
H 1.855 2.424 1.783 0.100
H 1.488 3.109 0.187 0.105